Below is a single C3H6N2O molecule in a non-equilibrium geometry, with properties calculated with ωB97M-V/def2-TZVPD.

Geometry as XYZ:
```
12
Properties=species:S:1:pos:R:3:forces:R:3:nbo_charge:R:1
C -1.27081 0.66555 0.91559 0.87 -0.46 0.50 -0.673
C -0.45327 0.03052 -0.24940 -0.53 2.11 -0.48 0.525
N -1.03746 0.20899 -1.34561 1.20 -0.91 -2.17 -0.819
N 0.90851 -0.35100 -0.49607 -0.17 -0.31 0.43 -0.635
C 1.86443 -1.14083 0.09625 -0.01 -0.10 0.31 0.544
O 2.85635 -1.52257 -0.48418 -0.54 0.31 0.35 -0.561
H -1.80733 1.58576 0.57798 0.80 -0.81 -0.26 0.243
H -0.67155 0.93378 1.77029 0.11 -0.09 0.61 0.209
H -2.08359 -0.01882 1.19353 0.48 0.00 0.09 0.242
H -1.18088 1.12360 -1.68317 -1.92 0.81 -0.11 0.389
H 1.11688 -0.15823 -1.48370 -0.37 -0.32 0.52 0.426
H 1.63712 -1.36215 1.14457 0.09 -0.22 0.21 0.111
```
Forces are in eV/Å.

- energy above the lowest of the compared OMol25 structures with the same formula, charge and spin (kJ/mol) = 289.5
- HOMO (hartree) = -0.3194
- net charge = 0
- Kohn-Sham gap (eV) = 8.9
- energy (Eh) = -302.582844